Formula: C26H40AuN6SSi
Source: the OMol25 dataset
Level of theory: ωB97M-V/def2-TZVPD

The geometry in XYZ format:
```
75
Properties=species:S:1:pos:R:3:forces:R:3
Au -0.19267 0.63942 0.14994 0.352 0.131 -0.805
C -1.62555 -4.29333 -3.08016 -0.036 0.112 -0.070
C -2.48392 -3.05655 -3.32558 0.090 -0.144 0.118
N -1.73759 -1.80407 -3.22791 0.054 0.111 0.045
C -1.34673 -1.25678 -2.07102 -0.057 0.015 0.539
S -0.61011 0.33173 -2.23135 0.799 0.410 0.937
N -1.58089 -1.93508 -0.96842 -0.487 -1.241 -0.599
N -1.24666 -1.37015 0.17945 -0.337 0.661 0.728
C -1.35354 -1.95762 1.31782 -0.234 -0.646 -1.012
C -1.85389 -3.36308 1.45882 0.110 0.060 0.187
C -0.97965 -1.15289 2.48556 0.064 0.549 0.470
C -0.98637 -1.67822 3.77721 -0.141 -0.022 -0.283
C -0.70702 -0.85829 4.85437 0.094 0.233 0.021
C -0.42470 0.48415 4.63468 -0.124 -0.197 0.149
C -0.39098 0.93470 3.33095 -0.107 0.097 -0.110
N -0.65208 0.14711 2.28951 0.867 -0.269 -0.027
H -2.21850 -5.18711 -3.27589 0.036 -0.015 0.002
H -1.27857 -4.32238 -2.05064 0.024 0.007 0.036
H -0.75712 -4.29867 -3.73951 -0.024 -0.032 -0.027
H -3.30086 -3.02366 -2.60329 -0.026 0.010 -0.062
H -2.90759 -3.09603 -4.32733 -0.039 0.090 0.000
H -1.55858 -1.26640 -4.05852 0.018 -0.080 -0.075
H -2.01812 -3.78483 0.47204 -0.009 0.012 0.000
H -2.79509 -3.38082 2.01316 0.014 -0.027 0.012
H -1.13533 -3.98527 1.99607 -0.014 -0.024 -0.005
H -1.21685 -2.72297 3.92520 -0.051 0.010 0.009
H -0.71164 -1.25730 5.85969 -0.014 -0.017 -0.003
H -0.23437 1.16088 5.45475 0.053 0.013 -0.027
H -0.15508 1.96454 3.09369 0.033 -0.023 0.023
C 2.72069 0.95222 1.88024 -0.340 -0.028 -0.188
Si 2.27954 0.44998 0.10661 0.211 0.084 -0.080
C 2.79834 -1.38307 -0.15588 -0.352 0.242 -0.101
C 2.34389 -2.19761 1.06114 0.006 0.140 0.042
C 4.32903 -1.44720 -0.25661 -0.039 0.169 0.004
C 2.17660 -1.98378 -1.42065 -0.030 0.046 0.023
C 2.96766 1.79073 -1.09574 -0.268 -0.241 0.088
C 4.44511 2.03917 -0.75682 -0.025 -0.083 0.154
C 2.85269 1.37895 -2.56484 0.061 -0.006 0.055
C 2.19103 3.09558 -0.87277 -0.032 -0.106 0.027
H 3.78429 0.77233 2.05630 0.017 -0.024 -0.061
H 2.15981 0.37759 2.61841 0.061 -0.019 -0.026
H 2.52779 2.01117 2.06173 0.019 0.003 -0.026
H 2.78901 -1.82352 1.98568 -0.004 -0.060 0.015
H 2.65128 -3.24018 0.94262 -0.008 -0.014 -0.020
H 1.25670 -2.17592 1.16804 0.030 -0.031 0.005
H 4.81676 -0.94640 0.58348 0.058 -0.039 -0.014
H 4.68919 -0.99645 -1.18267 0.023 -0.023 0.013
H 4.64858 -2.49262 -0.25050 -0.011 -0.017 -0.002
H 1.08701 -2.00515 -1.35472 0.059 -0.044 0.002
H 2.52617 -3.01177 -1.55465 0.019 -0.011 0.020
H 2.44636 -1.41881 -2.31331 -0.019 -0.039 -0.023
H 5.06185 1.15741 -0.93188 0.019 0.040 0.002
H 4.57676 2.34753 0.28277 0.045 0.030 -0.028
H 4.82651 2.84202 -1.39345 0.001 0.012 -0.003
H 3.46002 0.49819 -2.78114 -0.009 0.003 -0.028
H 3.21475 2.18908 -3.20479 0.012 0.020 0.018
H 1.82293 1.16455 -2.84541 0.017 -0.025 -0.056
H 2.27758 3.43667 0.16288 -0.032 0.045 -0.016
H 1.13209 2.97184 -1.11175 0.007 0.049 -0.012
H 2.59674 3.87979 -1.51777 0.023 0.008 0.004
N -2.49271 4.58912 0.38307 -0.044 0.111 0.004
C -1.35853 3.86257 0.50807 0.076 -0.137 -0.034
N -1.55998 2.58231 0.34665 -0.374 -0.028 0.070
C -2.92154 2.44123 0.09531 -0.193 0.473 0.014
C -3.68777 1.30514 -0.15448 0.031 -0.044 0.019
C -5.03752 1.48085 -0.37545 0.019 -0.091 0.005
C -5.62882 2.75168 -0.34131 -0.016 0.081 0.008
C -4.88635 3.88806 -0.09411 -0.019 0.085 0.003
C -3.52344 3.70940 0.11496 0.052 -0.388 -0.002
H -2.56695 5.58926 0.44292 0.057 0.034 0.030
H -0.39789 4.30775 0.71666 -0.026 0.057 -0.036
H -3.23642 0.32164 -0.17213 0.000 -0.023 -0.025
H -5.66011 0.61989 -0.57975 0.008 0.000 0.019
H -6.69382 2.84014 -0.50802 0.008 0.015 -0.012
H -5.34486 4.86755 -0.06021 -0.010 -0.013 -0.022
```
Forces are in eV/Å.

Gap between HOMO and LUMO   6.49 eV
HOMO level   -10.554 eV
Total charge   +1
Max |F|   0.0284 Eh/bohr

Formula: C5H8N2
Source: the OMol25 dataset
Level of theory: ωB97M-V/def2-TZVPD

The geometry in XYZ format:
```
15
Properties=species:S:1:pos:R:3:forces:R:3
C -3.71561 -0.25050 -0.20914 0.521 0.563 0.313
C -0.50801 -0.44428 -0.10550 -3.732 1.953 -0.559
C -2.60706 0.57981 -0.46119 3.149 -1.614 0.544
C 1.75690 0.29627 0.63405 -0.080 0.069 -0.157
C 0.48188 0.64099 -0.14076 0.820 -0.085 0.220
N -3.49224 0.56444 0.73662 -0.211 -0.433 -0.462
N -0.63698 -1.63363 0.13496 -0.278 -0.679 0.098
H -4.34914 -1.05218 -0.50685 -0.487 -0.353 0.097
H -2.52724 1.41120 -1.13691 -0.107 0.383 -0.133
H 2.27175 -0.54889 0.18145 0.073 -0.058 0.021
H 1.51281 0.04669 1.66467 0.041 -0.024 0.071
H 2.43022 1.14919 0.63550 0.124 0.028 0.026
H 0.71534 0.83524 -1.19148 -0.086 0.090 0.009
H 0.02850 1.54526 0.26717 -0.080 -0.090 -0.093
H 0.14565 -2.22702 0.40306 0.334 0.248 0.003
```
Forces are in eV/Å.

ΔE to the lowest compared entry with this formula, charge and spin   532.05 kJ/mol
Gap between HOMO and LUMO (alpha / beta)   8.40 / 8.40 eV
HOMO level (alpha / beta)   -7.363 / -7.364 eV
Max |F|   0.0826 Eh/bohr

Formula: C32H42BrNOS2V
Source: the OMol25 dataset
Level of theory: ωB97M-V/def2-TZVPD

The geometry in XYZ format:
```
80
Properties=species:S:1:pos:R:3:forces:R:3
V -1.80475 0.99419 -0.63504 0.072 -0.151 -0.111
C 1.99172 -1.26952 5.67308 0.003 -0.006 0.024
C 2.79895 -0.80047 4.46288 -0.008 0.017 0.014
C 3.43242 -2.03396 3.80449 -0.004 -0.011 -0.010
C 3.91071 0.13457 4.95953 -0.004 0.000 -0.003
C 1.92641 -0.07207 3.44144 -0.015 -0.015 0.016
C 0.56674 0.14650 3.62201 0.033 -0.013 0.026
C -0.17181 0.76657 2.63386 0.138 0.003 -0.108
Br -2.01097 1.06850 2.93620 -0.110 0.023 0.034
C 0.38041 1.17466 1.40307 -0.035 -0.144 0.114
O -0.40828 1.63450 0.44920 -0.011 0.283 0.090
C 1.78034 1.04413 1.24993 0.048 0.003 -0.024
C 2.48949 0.40835 2.26728 0.011 0.042 -0.058
C 2.60900 1.57263 0.05943 -0.012 -0.040 -0.040
C 3.65589 2.55701 0.60728 0.019 0.004 0.022
C 3.33464 0.41113 -0.64096 -0.006 -0.007 0.049
C 1.81241 2.32250 -1.01158 -0.061 0.042 0.034
H 2.64923 -1.79746 6.36780 -0.004 0.001 0.000
H 1.19252 -1.95337 5.38120 0.006 0.001 -0.005
H 1.54453 -0.42999 6.20895 0.001 0.003 -0.007
H 4.05926 -2.57150 4.52160 0.000 0.005 0.004
H 4.05572 -1.75609 2.95331 -0.001 0.000 -0.003
H 2.65913 -2.71478 3.44317 0.000 0.003 -0.004
H 4.54663 -0.37913 5.68616 -0.004 -0.002 -0.002
H 3.48306 1.01766 5.43832 0.001 -0.002 -0.001
H 4.54363 0.47328 4.13781 -0.004 -0.002 0.002
H 0.05933 -0.16692 4.52289 -0.015 0.008 -0.010
H 3.55611 0.27976 2.12563 0.006 -0.011 -0.001
H 4.31742 2.08866 1.33716 0.018 0.018 -0.004
H 3.16715 3.40485 1.09167 -0.008 -0.005 0.005
H 4.27148 2.93927 -0.21132 -0.006 -0.007 -0.005
H 3.98693 -0.13886 0.04070 -0.008 0.005 0.008
H 3.95326 0.80122 -1.45385 0.001 0.008 0.000
H 2.61839 -0.29044 -1.07172 0.003 0.004 0.002
H 1.26779 3.16698 -0.58685 0.014 -0.022 -0.030
H 1.09201 1.68107 -1.51470 -0.010 -0.011 -0.024
H 2.51382 2.70326 -1.76062 0.028 0.000 0.012
S -2.96926 -0.93369 -0.04482 0.018 0.037 -0.039
C -4.46991 -0.25953 0.57715 -0.035 -0.069 0.032
C -5.32542 -1.07480 1.32404 -0.029 0.040 0.005
C -6.52338 -0.59497 1.82496 0.011 -0.015 -0.005
C -6.88969 0.72549 1.58610 -0.003 0.012 -0.006
C -6.05120 1.54507 0.85054 0.011 -0.019 0.001
C -4.84020 1.07254 0.33785 -0.060 0.014 0.034
S -3.82487 2.16505 -0.59926 0.044 0.023 0.010
H -5.02801 -2.10000 1.50987 0.010 0.001 -0.005
H -7.16679 -1.24711 2.40374 0.002 0.003 -0.001
H -7.82194 1.11730 1.97549 0.002 -0.007 0.001
H -6.32248 2.57738 0.66349 0.004 -0.001 -0.003
C 1.03792 -2.82566 0.11414 0.024 0.018 0.006
C 0.43937 -2.38739 -1.19458 -0.016 -0.062 -0.069
C 0.24691 -3.27337 -2.24815 -0.008 0.031 0.004
C -0.35381 -2.83628 -3.42680 0.009 -0.022 0.022
C -0.55409 -3.78974 -4.57725 -0.005 -0.003 -0.008
C -0.79221 -1.52489 -3.54347 -0.026 0.044 -0.042
C -0.61820 -0.59970 -2.50096 0.016 0.017 0.009
C 0.05097 -1.06749 -1.35573 0.012 -0.015 0.081
N -1.10506 0.69927 -2.43661 0.003 -0.029 0.031
C -1.32417 1.53889 -3.61837 -0.022 0.028 -0.086
C -2.65893 1.23327 -4.31586 0.038 -0.053 0.013
C -1.36539 2.99153 -3.12877 0.003 0.005 -0.022
C -0.15965 1.43363 -4.61158 -0.030 -0.006 -0.014
H 1.56222 -3.77743 0.01710 -0.001 -0.002 -0.005
H 0.25163 -2.94209 0.86421 -0.008 -0.008 0.000
H 1.73598 -2.07839 0.50000 -0.008 -0.004 -0.003
H 0.56079 -4.30741 -2.15140 -0.001 -0.005 -0.009
H -0.31492 -4.81314 -4.28720 0.001 0.002 0.004
H 0.08286 -3.52370 -5.42444 0.002 0.003 0.005
H -1.58769 -3.77058 -4.92757 -0.001 0.005 0.001
H -1.31027 -1.23319 -4.44600 0.000 -0.015 -0.015
H 0.29501 -0.37241 -0.55950 -0.031 0.041 -0.022
H -3.47363 1.29624 -3.59271 0.010 -0.001 0.013
H -2.66333 0.23362 -4.75028 -0.043 0.010 0.006
H -2.84736 1.95062 -5.11950 0.018 0.011 -0.002
H -2.19435 3.15289 -2.43783 -0.005 -0.014 0.023
H -1.51080 3.67285 -3.97080 0.015 -0.012 -0.005
H -0.42929 3.25006 -2.62956 -0.012 -0.002 0.016
H -0.06643 0.44002 -5.04654 0.004 -0.007 0.011
H 0.78284 1.67601 -4.11556 -0.007 -0.003 0.022
H -0.31444 2.14453 -5.42703 0.016 0.003 0.001
```
Forces are in eV/Å.

ΔE to the lowest compared entry with this formula, charge and spin   12.82 kJ/mol
Gap between HOMO and LUMO (alpha / beta)   6.73 / 6.85 eV
2S+1   3
HOMO level (alpha / beta)   -4.244 / -4.371 eV
Total charge   -1
Max |F|   0.0058 Eh/bohr